The following is a DFT calculation (ωB97M-V/def2-TZVPD) of a cluster of 2 separate species, C5H13N in total at a distorted geometry.

Calculated values
**Relative energy (zero: lowest compared OMol25 entry of this formula, charge and spin)**: 7.775 eV
**Total charge**: 0
**Strongest force on any atom**: 8.21 eV/A
**Molecular weight**: 87.2 g mol⁻¹

Structure (XYZ):
```
19
Properties=species:S:1:pos:R:3:lowdin_charge:R:1
C -1.80798 -1.02896 -1.27153 0.022
C -0.44987 0.82749 -0.06291 -0.289
C 0.67952 -0.22057 -0.25758 -0.391
C 1.98334 0.67247 -0.32637 -0.089
C 0.12053 -1.28733 0.77626 -0.099
N -0.26352 1.21503 1.37957 0.038
H -1.27969 -1.07894 -2.15835 -0.001
H -2.77559 -0.50843 -1.25538 0.033
H -2.05975 -2.11982 -0.90546 0.085
H -0.46314 1.72619 -0.73923 0.145
H 0.69756 -0.76568 -1.25606 0.120
H 2.82358 0.08145 0.10528 0.072
H 2.06647 1.10319 -1.41362 0.103
H 1.87401 1.58745 0.33670 0.067
H -0.36010 -0.48122 1.42725 0.047
H 0.85775 -1.84316 1.46217 0.103
H -0.57786 -1.95409 0.51054 -0.018
H -0.94227 1.98303 1.54368 0.035
H -1.16960 -0.01381 -0.46171 0.018
```